Density functional theory data (ωB97M-V/def2-TZVPD) for a structure of composition C24H45ClO4P2Tl at a distorted geometry.

Properties
- charge = +1
- LUMO energy (eV) = -6.159
- HOMO energy (eV) = -9.86

```
77
Properties=species:S:1:pos:R:3:lowdin_charge:R:1
Tl 0.75132 -0.36914 -2.84515 1.0222
Cl -0.57309 1.11524 3.90598 0.7018
P -2.78993 0.27402 0.63020 0.7780
P 1.75122 2.81559 0.79349 0.7947
O -0.52427 1.09349 2.41461 -0.4888
O 0.11168 -0.08063 4.40879 -0.3917
O -1.97263 1.10824 4.32827 -0.3647
O 0.09653 2.31781 4.37553 -0.3458
C -1.15679 -0.29146 -4.34122 -0.2302
C 2.29654 -1.43617 2.38705 -0.0052
C -3.13117 2.02452 1.08233 -0.3015
C 0.96302 -3.05232 -0.70879 -0.1850
C 0.99928 -3.52900 -2.11546 -0.0717
C 1.97855 -2.32956 -0.02125 -0.1431
C -1.10178 1.01091 -3.86894 -0.1838
C 0.24304 -2.67165 1.44041 -0.0161
C 0.76395 -0.89846 -6.03803 -0.1577
C 3.45528 2.46012 0.14553 -0.3312
C 1.77605 -0.31454 -5.06281 -0.2353
C 1.80549 1.02299 -4.71832 -0.1840
C 2.19993 3.69987 2.33627 -0.3016
C -0.54302 -2.71725 2.68386 0.0622
C -0.73565 -0.62505 -5.75740 -0.1610
C -3.70757 -0.31605 2.12348 -0.2945
C 0.86584 2.04933 -5.29126 -0.1478
C -1.42898 -3.82090 -0.16115 -0.0199
C -4.19418 0.09197 -0.54047 -0.3431
C 1.53911 -2.09489 1.30707 -0.1473
C 3.26053 -1.88080 -0.60735 -0.0190
C -0.59503 2.13150 -4.73238 -0.1547
C 1.34283 4.25157 -0.28904 -0.3290
C -0.13343 -3.20434 0.16840 -0.1725
H 3.36288 1.81411 -0.74203 -0.0002
H 2.76481 -2.17277 3.05775 0.1083
H -5.10082 0.44187 -0.03921 0.0331
H -2.53371 2.27022 1.96631 0.0201
H 1.31766 3.04121 -5.11324 0.1258
H 1.28758 3.88513 2.91454 0.0226
H -0.68896 3.08048 -4.17696 0.1238
H -3.66953 -1.40703 2.19209 0.0187
H 2.70121 1.44799 -4.23819 0.1300
H 2.64776 -0.95684 -4.86025 0.1217
H 4.02491 1.90447 0.90387 0.0285
H -1.61998 1.30934 -2.95279 0.1185
H 0.90903 -1.99410 -6.10659 0.1219
H -4.19865 2.10334 1.31712 0.0460
H 2.81863 3.03999 2.96114 0.0448
H 3.71817 -1.07630 -0.01290 0.0874
H -3.28468 0.13049 3.03560 0.0162
H 1.91528 -3.22185 -2.64247 0.0716
H 3.97152 3.39553 -0.12647 0.0386
H -2.23189 -3.37826 0.44567 0.0799
H 4.00066 -2.70047 -0.66501 0.1215
H -0.39763 -1.80546 3.28803 0.0839
H -2.86781 2.69266 0.25727 0.0309
H -1.71516 -1.06893 -3.79609 0.1192
H 2.05630 5.07589 -0.13079 0.0389
H -1.42385 -4.90687 0.03247 0.1073
H 0.31844 4.57513 -0.04327 0.0346
H -0.22696 -3.57529 3.30296 0.1488
H 1.63878 -0.81720 3.00952 0.0623
H -1.68376 -3.66843 -1.22101 0.0858
H 1.33743 3.92592 -1.34023 0.0127
H 0.94373 -4.62832 -2.17229 0.1160
H -1.30825 -1.52854 -6.06385 0.1333
H -1.61448 -2.84097 2.48074 0.0885
H -4.74542 0.00366 1.99255 0.0371
H -4.01017 0.67267 -1.44939 0.0164
H -1.09480 0.16856 -6.44219 0.1262
H -4.30399 -0.96185 -0.81740 0.0235
H 2.73440 4.63057 2.09297 0.0424
H 3.14867 -1.49275 -1.63649 0.0353
H 0.13619 -3.15770 -2.69666 0.0575
H 0.98533 -0.53837 -7.06451 0.1411
H 3.09248 -0.80734 1.98477 0.0766
H 0.80933 1.97840 -6.39330 0.1324
H -1.27864 2.27624 -5.59716 0.1376
```